(1)
Computed, not measured: a structure of composition C20H21F2N4, with the ωB97M-V functional and the def2-TZVPD basis.

## Properties
E_tot (hartree): -1193.10882
Energy above the lowest of the compared OMol25 structures with the same formula, charge and spin (kcal/mol): 21.23

Structure (ORCA input):
```
! RIJCOSX wB97M-V def2-TZVPD def2/J DEFGRID3
* xyz 1 1
F -5.39473 3.00961 -0.07717
F -2.34204 -2.66069 4.08108
N 1.47434 1.90339 -4.47704
N 1.45525 -0.05903 0.56976
N 1.57541 1.62374 -3.36374
N 1.42788 1.36403 -2.15533
C -0.74678 -4.08912 3.05145
C 2.51662 0.87045 0.00820
C 0.30640 -3.35820 0.99200
C -4.36300 3.51777 -2.15238
C -2.35939 1.59539 -1.57051
C -0.08440 -1.08671 -0.01953
C 3.84435 0.39595 0.58018
C -1.31211 0.64307 -1.32766
C 3.51718 -0.39347 1.84647
C 2.06790 -0.81555 1.71755
C -1.22105 -0.18554 -0.26370
C 0.08436 -4.34442 1.95446
C 2.69611 1.03236 -1.49370
C -2.34133 2.33014 -2.77878
C -1.40995 -2.86749 3.09190
C -3.31641 3.27662 -3.05804
C -4.35915 2.79506 -0.95705
C -1.18083 -1.83269 2.17084
C -3.39388 1.84881 -0.63277
C -0.33162 -2.10677 1.07998
H -0.53762 0.58795 -2.10126
H -1.53364 2.13785 -3.48645
H 0.59263 -5.30825 1.85122
H -2.04545 -0.23114 0.47135
H 4.31275 -0.29904 -0.14359
H 4.53809 1.23721 0.71598
H 1.44554 -0.62065 2.59722
H 2.02382 -1.88037 1.47381
H 3.18283 0.12599 -1.92827
H 3.42539 1.87771 -1.60220
H -3.45504 1.28997 0.30340
H -5.13692 4.25715 -2.35311
H 4.15980 -1.27541 1.89007
H 3.67309 0.17601 2.76286
H -1.69169 -0.87293 2.31432
H -3.27737 3.82537 -3.99790
H 0.75314 0.55838 0.98547
H 0.43882 -1.48931 -0.90892
H 2.26432 1.87804 0.37022
H 0.98260 -3.54516 0.14778
H -0.92420 -4.83608 3.82152
*
```

=====

(2)
Computed, not measured: a cluster of 2 separate species, C20H21F3N2S2 in total, with the ωB97M-V functional and the def2-TZVPD basis.

## Properties
E_tot (hartree): -1980.08379

Structure (ORCA input):
```
! RIJCOSX wB97M-V def2-TZVPD def2/J DEFGRID3
* xyz 0 1
S -1.24082 -0.39793 -0.52418
S -2.84517 0.61497 -2.78325
F 4.04601 -2.01814 2.05505
F 2.19019 -3.18588 1.91804
F 3.02633 -2.68090 3.88682
N -0.80412 -3.79205 -4.41313
N -1.51358 -1.66052 -2.85919
C 2.00969 -0.93093 2.64576
C -0.39360 2.55533 2.75400
C -2.27983 -1.91727 -4.07115
C -0.13878 3.92827 3.00507
C 2.81594 -2.19434 2.62213
C -1.33230 -2.60773 -5.03115
C -0.21412 -3.64953 -3.10353
C -1.19162 -2.92202 -2.19078
C 1.25642 5.90319 3.45060
C -1.85831 -0.54950 -2.07259
C -0.04780 -4.60945 -5.32203
C -1.25471 4.81967 2.90460
C 0.14106 6.74549 3.31785
C 0.49124 1.44806 2.72285
C 0.61901 -1.00821 2.62430
C -0.11745 0.15324 2.70836
C 2.65676 0.30208 2.70299
C -1.12566 6.19197 3.06566
C 1.91807 1.47862 2.66078
C 1.11215 4.51709 3.37432
H 2.44999 2.42367 2.54906
H -0.00700 -4.66434 -2.71860
H -0.53530 -1.89511 -5.34040
H 0.74852 -3.09055 -3.13234
H 2.24465 6.33274 3.63050
H 0.14652 -5.58771 -4.86448
H -0.74097 -2.75036 -1.20331
H -0.63414 -4.74214 -6.23992
H -2.10434 -3.54597 -2.09778
H 0.25734 7.82367 3.42424
H 0.92295 -4.15650 -5.59167
H 3.74312 0.32701 2.76278
H 1.95398 3.87603 3.60025
H -1.44505 2.29248 2.59484
H -1.87534 -2.92299 -5.93805
H -3.12362 -2.60209 -3.86008
H 0.14695 -1.98206 2.51583
H -1.20578 0.07403 2.69923
H -2.23171 4.39615 2.69096
H -2.63941 -0.98711 -4.53116
H -1.99636 6.84756 3.00191
*
```

=====

(3)
Computed, not measured: the molecule C20H21FN2O5S, with the ωB97M-V functional and the def2-TZVPD basis.

## Properties
SMILES string: CC1CCN(C(=O)c2ccc(S(=O)(=O)Cc3cccc(F)c3)c([N+](=O)[O-])c2)CC1
E_tot (hartree): -1758.40099
Energy above the lowest of the compared OMol25 structures with the same formula, charge and spin (kcal/mol): 86.69

Structure (ORCA input):
```
! RIJCOSX wB97M-V def2-TZVPD def2/J DEFGRID3
* xyz 0 1
S 3.13148 -1.58144 -2.01946
F 4.17132 -1.65544 3.13775
O 3.15864 -2.88964 -1.42668
O 2.84146 -1.50119 -3.42180
O -1.27393 1.59514 2.01157
O 0.98319 1.70230 -3.51217
O 2.97009 1.17963 -2.87328
N 1.76402 1.15561 -2.77318
N -2.70210 1.12522 0.32113
C 3.84815 1.45965 1.35176
C -4.81505 0.64901 1.46670
C -3.00973 0.45089 -0.92453
C 4.17266 1.04917 0.07029
C 4.50672 -1.19415 0.85897
C -1.50222 1.10134 0.92267
C -4.01797 -1.69773 0.93647
C 4.17788 -0.76152 2.12936
C 3.84131 0.55347 2.39762
C 1.22461 0.46802 -1.62464
C 1.29964 -1.27413 0.00748
C -4.88110 -0.52517 0.47067
C -3.83309 1.72751 0.99333
C 4.49969 -0.27850 -0.18760
C 0.22342 -0.70268 0.66554
C 1.81934 -0.68252 -1.12881
C -4.46196 -0.03899 -0.91964
C 0.11717 1.02455 -0.99883
C 4.71233 -0.75350 -1.57725
C -0.38657 0.43865 0.15417
H 4.87615 0.04395 -2.29234
H -4.31947 2.41498 0.29509
H -2.99823 -1.38150 1.13911
H -5.79816 1.10505 1.58663
H 5.46470 -1.53258 -1.65844
H -4.56254 -0.84486 -1.64714
H -5.13089 0.76639 -1.22689
H -0.32318 1.92111 -1.40949
H -2.33097 -0.39562 -1.05060
H 1.74947 -2.19105 0.35304
H -4.42797 -2.12146 1.85035
H 4.17443 1.75845 -0.74295
H -5.91509 -0.87839 0.40565
H 4.74291 -2.23178 0.68419
H 3.58310 0.84964 3.40129
H -3.99576 -2.47959 0.18034
H -0.15432 -1.14555 1.57444
H -3.44925 2.29886 1.83951
H -2.85643 1.13406 -1.76991
H 3.59337 2.49110 1.53911
H -4.50128 0.27525 2.44139
*
```

=====

| no. | HOMO energy (eV) | LUMO level (eV) | gap between HOMO and LUMO (eV) |
| --- | --- | --- | --- |
| 1 | -11.73 | -4.23 | 7.497 |
| 2 | -6.12 | -3.55 | 2.566 |
| 3 | -9.49 | -0.80 | 8.696 |